12
Properties=species:S:1:pos:R:3:forces:R:3:nbo_charge:R:1 method="wB97M-V/def2-TZVPD" homo_lumo_gap_ev="8.400 / 8.399" total_energy_ev=-17020.4701 lumo_ev="0.0 / 0.0" charge=0 de_lowest_kj_mol=344.54
C 1.90496 -0.12890 -1.43632 0.25 -1.44 -1.01 -0.502
C 0.01864 -0.14014 0.73520 2.19 1.60 -1.02 0.067
C -1.41191 0.09116 0.78389 -1.29 0.26 0.74 -0.689
N 1.34347 -1.33734 -0.78920 -1.14 -1.09 0.36 -0.026
N 0.49403 -1.23133 0.06176 0.09 -0.25 0.87 -0.133
S 1.31227 1.37539 -0.75897 -0.87 -0.71 0.56 -0.150
H 2.93059 -0.42296 -1.17619 0.38 0.85 -0.36 0.235
H 1.76969 -0.52256 -2.52911 0.11 1.60 1.51 0.236
H 0.55524 0.14090 1.65645 0.03 -0.54 -0.58 0.237
H -1.93266 -0.71479 1.24900 0.03 -1.10 0.96 0.245
H -1.90707 0.04975 -0.13835 -0.30 0.55 -1.77 0.237
H -1.75197 0.94682 1.36475 0.52 0.27 -0.25 0.242